[1]
A cluster of 10 separate species, H20O10 in total in a non-equilibrium geometry. Source: the OMol25 dataset; level of theory: the ωB97M-V functional and the def2-TZVPD basis.

Computed properties:
SMILES string = O.O.O.O.O.O.O.O.O.O
relative energy (zero: lowest compared OMol25 entry of this formula, charge and spin) = 5.6133 eV
largest force on an atom = 5.9 eV Å⁻¹
M = 180.150 g/mol
E = -20796.999 eV
2S+1 = 1

Last column: natural (NBO) charge in e.
Atoms and positions in Å:
O 0.1091 0.3288 0.3431  -0.9484
H 0.6922 -0.2020 -0.2112  0.4832
H 0.0323 1.1648 -0.1304  0.4655
O -0.9813 -1.0774 2.7574  -0.9180
H -1.3186 -0.9626 3.6530  0.4506
H -0.5134 -0.2546 2.5758  0.4803
O 0.3712 5.3374 0.9147  -0.9321
H -0.0334 4.4849 1.1109  0.4609
H 0.2266 5.4535 -0.0311  0.4713
O 2.7535 -3.6617 0.3791  -0.9396
H 3.1092 -3.4184 -0.4830  0.4679
H 3.3317 -4.3721 0.6793  0.4731
O -1.8534 -3.9855 0.1976  -0.9328
H -0.9471 -3.6639 0.1328  0.4587
H -1.8693 -4.4763 1.0270  0.4711
O 0.4951 -0.4027 -2.1839  -0.9599
H -0.0335 -0.9903 -1.6324  0.4789
H 0.3875 -0.7566 -3.0739  0.4824
O -1.1930 4.5722 -2.2157  -0.9266
H -1.2545 3.9648 -1.4698  0.4584
H -0.3546 4.3460 -2.6339  0.4698
O 3.0365 -0.0036 1.5951  -0.9402
H 3.3831 0.5983 0.9269  0.4605
H 2.1098 0.2476 1.6789  0.4782
O -3.2099 2.0679 -2.6586  -0.9291
H -2.2892 2.3166 -2.5191  0.4613
H -3.1770 1.1145 -2.7962  0.4664
O -0.1922 -2.3013 1.5841  -0.9047
H 0.2754 -2.8249 0.9237  0.4156
H -1.0930 -2.6435 1.5599  0.4774

[2]
A structure of composition C37H49As2N2O4PtSi in a non-equilibrium geometry. Source: the OMol25 dataset; level of theory: the ωB97M-V functional and the def2-TZVPD basis.

Computed properties:
largest force on an atom = 2.8 eV Å⁻¹
M = 958.817 g/mol
E = -183110.505 eV
2S+1 = 1
charge = +3

Last column: Löwdin charge in e.
Atoms and positions in Å:
Pt 0.1167 -0.0335 -0.3033  1.0736
C -2.6858 4.5344 1.0755  0.0116
N -2.1911 3.2041 1.4470  -0.0952
C -2.7206 2.5374 2.6456  0.0220
C -1.3773 2.5162 0.6782  -0.4056
O -1.1040 1.3188 0.9157  -0.0932
C -0.7877 3.1783 -0.5519  -0.0743
O 0.3126 2.4307 -1.0757  -0.1748
C 1.5948 2.9839 -0.8097  -0.0887
C 2.3614 2.1746 0.2179  -0.4234
O 1.8348 1.1452 0.7021  -0.0978
N 3.5740 2.5662 0.5466  -0.1036
C 4.3299 1.8468 1.5748  0.0194
C 4.2420 3.7365 -0.0192  0.0084
H -3.4479 4.8375 1.7842  0.1044
H -3.1357 4.5172 0.0825  0.1049
H -1.8918 5.2817 1.0921  0.1059
H -3.3952 3.2059 3.1682  0.1014
H -1.9039 2.2581 3.3086  0.1075
H -3.2517 1.6287 2.3658  0.1051
H -0.4885 4.2033 -0.3356  0.1386
H -1.5545 3.2061 -1.3291  0.1266
H 1.5142 4.0193 -0.4755  0.1523
H 2.1469 2.9667 -1.7503  0.1218
H 3.7517 0.9994 1.9265  0.0910
H 4.5345 2.5117 2.4132  0.1151
H 5.2738 1.4966 1.1578  0.0999
H 3.8466 3.9967 -0.9969  0.0919
H 5.2988 3.5025 -0.1311  0.1043
H 4.1601 4.5963 0.6472  0.1161
C 0.5445 -2.6035 -3.0010  -0.3527
C 1.5222 -1.5117 -3.3399  -0.3707
As 2.0352 -0.5658 -1.7230  1.2908
C 3.4198 0.5971 -2.3809  -0.3582
C 4.6793 0.5709 -1.7891  -0.0929
C 5.7203 1.2740 -2.3766  -0.0394
C 5.5021 2.0044 -3.5393  -0.0226
C 4.2323 2.0596 -4.1057  -0.0385
C 3.1844 1.3686 -3.5204  -0.1087
C 2.9974 -1.8775 -0.6926  -0.3763
C 4.0024 -2.6201 -1.3153  -0.0984
C 4.7522 -3.5165 -0.5723  -0.0359
C 4.5059 -3.6685 0.7875  -0.0278
C 3.5002 -2.9372 1.4032  -0.0590
C 2.7385 -2.0423 0.6656  -0.1280
As -0.9949 -1.8455 -2.0515  1.4262
C -1.6010 -0.4455 -3.2399  -0.3863
C -1.7203 -0.7192 -4.6015  -0.0852
C -2.2378 0.2496 -5.4470  -0.0310
C -2.6128 1.4892 -4.9438  -0.0276
C -2.4941 1.7569 -3.5878  -0.0517
C -1.9959 0.7867 -2.7286  -0.1248
C -2.3348 -3.1846 -2.2024  -0.3664
C -1.9716 -4.5336 -2.1381  -0.0901
C -2.9450 -5.5002 -2.2965  -0.0233
C -4.2712 -5.1222 -2.4963  -0.0026
C -4.6282 -3.7778 -2.5501  -0.0270
C -3.6671 -2.8007 -2.3737  -0.0765
H 1.0219 -3.3619 -2.3774  0.0711
H 0.1672 -3.1019 -3.8955  0.1068
H 1.0751 -0.7961 -4.0329  0.0721
H 2.4248 -1.9002 -3.8135  0.1057
H 4.8512 -0.0196 -0.8978  0.1086
H 6.7103 1.2318 -1.9416  0.1267
H 6.3252 2.5233 -4.0121  0.1280
H 4.0669 2.6269 -5.0117  0.1250
H 2.1906 1.4255 -3.9523  0.1136
H 4.2134 -2.4852 -2.3704  0.1126
H 5.5350 -4.0880 -1.0522  0.1245
H 5.1025 -4.3599 1.3674  0.1263
H 3.3204 -3.0560 2.4638  0.1221
H 1.9546 -1.4681 1.1412  0.0720
H -1.4326 -1.6853 -5.0001  0.1174
H -2.3648 0.0221 -6.4968  0.1275
H -3.0188 2.2375 -5.6109  0.1270
H -2.8157 2.7142 -3.1982  0.1119
H -1.9458 0.9623 -1.6603  0.0662
H -0.9398 -4.8227 -1.9863  0.0962
H -2.6760 -6.5468 -2.2598  0.1287
H -5.0329 -5.8826 -2.6060  0.1307
H -5.6574 -3.4950 -2.7223  0.1276
H -3.9406 -1.7528 -2.3918  0.1160
C 0.3227 -4.4286 0.5944  -0.1403
Si -0.7764 -3.1029 1.3727  0.3149
C -2.5877 -3.6403 1.4088  -0.1350
C -0.3412 -3.1426 3.2157  -0.1454
O -0.6438 -1.6596 0.6011  -0.5210
H -0.1340 -5.4107 0.7238  0.0538
H 1.3106 -4.4476 1.0508  0.0233
H 0.4534 -4.2525 -0.4780  -0.0128
H -2.6154 -4.6824 1.7301  0.0534
H -3.0418 -3.5503 0.4191  0.0064
H -3.1528 -3.0325 2.1142  0.0436
H -0.3987 -4.1914 3.5095  0.0533
H -1.0552 -2.5560 3.7913  0.0385
H 0.6670 -2.7620 3.3900  0.0219

[3]
A cluster of 2 separate species, C15H34BF3O8P in total in a non-equilibrium geometry. Source: the OMol25 dataset; level of theory: the ωB97M-V functional and the def2-TZVPD basis.

Computed properties:
relative energy (zero: lowest compared OMol25 entry of this formula, charge and spin) = 2.7558 eV
largest force on an atom = 3.2 eV Å⁻¹
M = 441.209 g/mol
E = -50600.837 eV
2S+1 = 1
charge = -1

Last column: natural (NBO) charge in e.
Atoms and positions in Å:
C 3.9440 -0.3637 3.4382  -0.6040
C 4.4030 1.0378 2.7625  -0.8324
B 4.4906 0.8579 1.1530  0.8419
O 5.7993 0.6864 0.5431  -0.9914
P 2.9448 0.8519 -0.0491  1.0627
C 3.5704 -0.5197 -1.2197  -0.7586
C 3.6343 -1.9741 -0.5800  -0.0802
O 2.3767 -2.7138 -0.7245  -0.5303
C 1.9385 -3.2285 0.5215  -0.1514
C 2.3321 -4.7384 0.7855  0.9507
F 1.6114 -5.2456 1.8884  -0.3522
F 3.6922 -4.9605 0.9788  -0.3367
F 1.9630 -5.5802 -0.2848  -0.3500
O 2.5341 2.3348 0.7959  -0.8441
C 1.3185 2.2830 1.5717  -0.0957
C 0.8940 0.6994 1.5281  0.3530
O -0.3570 0.7752 0.7951  -0.5597
C -1.0702 -0.4747 0.8509  -0.0897
C -2.5753 -0.2618 1.3129  0.0825
C -3.5249 -1.3004 0.5487  -0.6670
O -2.6907 -0.4700 2.7514  -0.7395
O 1.9098 -0.1476 0.9681  -0.8482
H 3.7921 -1.0943 2.5766  0.2024
H 4.6675 -0.7381 4.2195  0.1959
H 2.9335 -0.2534 3.9400  0.2050
H 5.3918 1.4166 3.1978  0.2002
H 3.6252 1.7976 3.1012  0.2290
H 5.9221 -0.2784 0.4399  0.4861
H 3.5735 1.7561 -1.0195  -0.1493
H 1.7198 1.0476 -0.8245  -0.1866
H 4.5632 -0.2051 -1.6854  0.2190
H 2.8424 -0.5914 -2.1014  0.2210
H 4.3903 -2.5689 -1.2067  0.1618
H 4.0412 -2.0000 0.4802  0.1636
H 0.7964 -3.2042 0.4955  0.2109
H 2.2318 -2.6044 1.4218  0.2314
H 0.5874 2.9810 1.0663  0.1817
H 1.6364 2.7022 2.5765  0.1577
H 0.6857 0.4991 2.6334  0.1494
H -1.1094 -0.8712 -0.2201  0.1787
H -0.5413 -1.1752 1.5617  0.1928
H -2.9349 0.7991 1.1184  0.1793
H -3.1754 -2.3557 0.7921  0.2016
H -4.6154 -1.1967 0.8639  0.2034
H -3.4351 -1.1516 -0.5759  0.2406
H -3.2225 -1.2741 2.9087  0.4615
C -4.0287 3.7860 -3.2298  -0.2574
O -4.9056 2.9204 -3.9379  -0.5568
C -4.2976 1.6715 -4.2544  -0.0898
C -4.7433 0.5768 -3.2922  -0.0869
O -4.2700 0.8219 -1.9729  -0.5504
C -5.2745 1.3700 -1.1316  -0.2575
H -4.6212 4.6003 -2.8099  0.1848
H -3.5184 3.2712 -2.4123  0.1895
H -3.2887 4.2081 -3.9164  0.1688
H -3.2065 1.7611 -4.2629  0.1842
H -4.6216 1.4041 -5.2652  0.1781
H -4.3074 -0.3728 -3.6177  0.1853
H -5.8336 0.4671 -3.3023  0.1708
H -5.9804 0.5850 -0.8400  0.1643
H -5.8137 2.1869 -1.6174  0.1802
H -4.7936 1.7583 -0.2327  0.1958

[4]
A structure of composition C31H71AsF5IN7O6S in a non-equilibrium geometry. Source: the OMol25 dataset; level of theory: the ωB97M-V functional and the def2-TZVPD basis.

Computed properties:
largest force on an atom = 3.4 eV Å⁻¹
M = 966.835 g/mol
E = -149372.633 eV
2S+1 = 1
charge = -1

Last column: Löwdin charge in e.
Atoms and positions in Å:
C -0.7242 1.2404 -0.7964  -0.0844
C 0.6818 2.0057 -0.6728  -0.3556
C 0.3400 3.3938 0.0028  -0.0884
C 1.2252 2.1305 -2.1378  -0.1801
C 2.6479 2.7496 -2.2973  -0.3028
C 3.0804 2.5747 -3.8035  -0.0873
C 2.6834 4.3382 -2.0276  -0.3376
O 1.5342 4.8572 -2.6065  -0.4349
As 1.2287 6.6653 -2.7691  0.7070
N 0.7974 8.4857 -3.1445  -0.2635
I 3.4858 7.1398 -4.1086  0.3701
C 0.3278 6.1607 -4.5515  -0.3510
C -0.8396 5.1291 -4.3973  -0.2691
C -2.0994 5.6361 -3.6099  -0.2913
C -3.4754 5.0745 -4.1254  -0.4324
S -3.9763 3.7141 -2.9716  0.9502
C -5.6860 3.9665 -2.5066  -0.6578
N -6.6957 4.3781 -3.2607  0.0403
N -7.7635 4.3541 -2.3912  0.0050
C -7.3721 3.9261 -1.2217  -0.1745
O -6.0149 3.6699 -1.2200  0.0014
C 2.0856 7.1365 -0.9625  -0.4718
F 3.4728 7.1492 -0.9744  -0.0408
F 1.5840 6.3545 0.0790  0.0140
C 1.7356 8.6066 -0.4375  -0.5320
F 2.2094 8.6121 0.8841  0.0592
F 2.4338 9.5858 -1.0330  0.1248
F 0.4137 8.8424 -0.3101  0.1176
H -0.9291 1.0531 -1.8832  0.0673
H -1.5421 1.9375 -0.4728  0.0610
H -0.7714 0.3186 -0.1757  0.0521
H 1.3444 1.4214 0.0109  0.1236
H 1.2624 3.7649 0.5072  0.0650
H -0.4534 3.3162 0.7822  0.0691
H -0.0116 4.1274 -0.7629  0.0743
H 1.2999 1.0734 -2.5227  0.1123
H 0.4316 2.6182 -2.7455  0.1030
H 3.4222 2.2947 -1.6308  0.1363
H 2.5445 3.2938 -4.4709  0.0798
H 2.7222 1.5535 -4.1201  0.0658
H 4.1830 2.5738 -3.9505  0.0731
H 2.7701 4.3864 -0.9042  0.1007
H 3.6877 4.6349 -2.4114  0.0726
H -0.1235 6.5626 -1.9952  0.0350
H -0.2108 8.5604 -3.3159  0.0025
H 1.2416 8.7708 -4.0169  -0.0582
H -0.0373 7.0610 -5.0986  0.0634
H 1.1414 5.6689 -5.1455  0.0214
H -0.4414 4.1539 -4.0239  0.0871
H -1.2014 4.9034 -5.4447  0.0986
H -1.9823 5.2830 -2.5512  0.0672
H -2.0721 6.7537 -3.5349  0.1041
H -4.2072 5.9213 -4.0846  0.0851
H -3.4306 4.7355 -5.1819  0.0734
H -8.0479 3.7926 -0.3593  0.1334
C 1.1726 -4.7297 1.9094  -0.0618
C 1.6763 -3.9477 0.7006  -0.4256
C 1.9640 -2.4658 1.0007  -0.2030
O 0.8068 -1.6577 1.1008  -0.1975
C 0.1553 -1.7083 2.3591  -0.0979
N 0.7133 -4.0997 -0.3960  0.0452
H 0.1279 -4.5176 2.1422  0.0650
H 1.2423 -5.8028 1.7190  0.0587
H 1.7719 -4.5097 2.7969  0.0778
H 2.6218 -4.4064 0.3912  0.1277
H 2.5352 -2.0568 0.1615  0.1225
H 2.5950 -2.3511 1.8919  0.1185
H 0.8600 -1.8263 3.1853  0.0745
H -0.5812 -2.5150 2.3671  0.0593
H -0.3847 -0.7694 2.4973  0.0832
H 1.0973 -3.6628 -1.2312  0.0755
H -0.0948 -3.5211 -0.1704  0.0504
C 2.2709 -9.2860 -2.3091  -0.0750
C 3.4085 -8.6080 -1.5516  -0.4318
C 3.4423 -8.9535 -0.0513  -0.2103
O 2.4648 -8.2836 0.7263  -0.1990
C 1.1783 -8.8774 0.6964  -0.1085
N 3.3272 -7.1596 -1.7733  0.0425
H 1.3053 -8.8147 -2.1229  0.0650
H 2.4479 -9.2294 -3.3843  0.0747
H 2.1941 -10.3427 -2.0395  0.0760
H 4.3460 -8.9678 -1.9882  0.1326
H 4.4072 -8.6259 0.3472  0.1196
H 3.3897 -10.0379 0.1126  0.1168
H 1.2302 -9.9680 0.6265  0.0885
H 0.5956 -8.4704 -0.1324  0.0773
H 0.6619 -8.6134 1.6205  0.0852
H 4.1420 -6.7181 -1.3531  0.0700
H 2.5486 -6.8080 -1.2167  0.0625
C 1.6048 -0.1155 8.4819  -0.0747
C 2.1082 -1.2108 7.5466  -0.4318
C 2.2026 -0.7692 6.0750  -0.2040
O 0.9565 -0.7035 5.4002  -0.2115
C 0.2219 0.4874 5.6286  -0.0951
N 1.2568 -2.3959 7.7025  0.0358
H 0.5284 0.0404 8.4021  0.0634
H 1.8093 -0.3831 9.5199  0.0739
H 2.1044 0.8349 8.2784  0.0787
H 3.1200 -1.4725 7.8725  0.1334
H 2.7873 -1.5210 5.5358  0.1201
H 2.7460 0.1786 5.9743  0.1216
H 0.8747 1.3565 5.7461  0.0950
H -0.4218 0.3756 6.5038  0.0750
H -0.4244 0.6538 4.7656  0.0839
H 1.6525 -3.1571 7.1555  0.0699
H 0.3733 -2.1981 7.2361  0.0686
C -3.0950 -3.3120 -0.9095  -0.0633
C -3.8874 -3.7299 0.3257  -0.4252
C -5.3405 -3.2223 0.3260  -0.2103
O -5.4814 -1.8472 0.6447  -0.1913
C -5.2535 -0.9591 -0.4387  -0.0973
N -3.1624 -3.2936 1.5244  0.0450
H -2.7879 -2.2655 -0.8758  0.0664
H -2.1834 -3.9066 -0.9912  0.0623
H -3.6770 -3.4686 -1.8212  0.0801
H -3.9249 -4.8243 0.3287  0.1338
H -5.8848 -3.7606 1.1082  0.1184
H -5.8459 -3.4533 -0.6205  0.1177
H -5.5887 -1.3793 -1.3911  0.0915
H -4.1970 -0.6895 -0.4951  0.0749
H -5.8156 -0.0441 -0.2469  0.0847
H -3.6377 -3.6596 2.3464  0.0746
H -3.2864 -2.2855 1.6034  0.0740

[5]
A structure of composition C3H3AgO3 in a non-equilibrium geometry. Source: the OMol25 dataset; level of theory: the ωB97M-V functional and the def2-TZVPD basis.

Computed properties:
⟨S²⟩ = 2.0331
relative energy (zero: lowest compared OMol25 entry of this formula, charge and spin) = 0.8600 eV
largest force on an atom = 3.1 eV Å⁻¹
M = 194.922 g/mol
E = -13275.947 eV
2S+1 = 3
charge = +2

Last column: Mulliken spin population.
Atoms and positions in Å:
O 3.7290 0.6628 -0.2003  0.0115
Ag 0.6832 -2.2430 0.0036  0.4282
O 2.4891 -1.2771 -0.0832  0.0126
C 3.2141 -0.3544 -0.0468  -0.0004
O -0.9301 0.3657 0.3281  -0.1129
C -1.0953 -0.9014 0.0370  1.0658
H -2.1652 -1.1658 -0.0097  0.0720
C -1.7382 1.3760 -0.0408  0.4707
H -2.8046 1.1408 -0.0594  0.0232
H -1.3820 2.3964 0.0714  0.0293